[1]
Entry from OMol25: C31H86AlF4N9O17S4 as an isolated structure at a distorted geometry (ωB97M-V/def2-TZVPD).

Geometry (Å):
Al -4.35706 1.37586 1.74935
N -1.72343 0.73266 0.78975
S -0.35791 1.30834 0.92668
O 0.42178 1.79094 -0.20621
O 0.39535 0.85990 2.10938
F -1.06896 2.66083 1.50044
S -1.11251 -0.64169 -0.03197
O -0.39818 -1.64647 0.77589
O -0.64939 -0.39816 -1.38933
F -2.57415 -1.23722 -0.24038
N -6.41138 -0.26801 0.67989
S -6.44702 -1.46818 -0.27112
O -7.48621 -1.51351 -1.26644
O -5.98599 -2.78517 0.21283
F -5.22761 -0.86179 -1.08328
S -7.92620 -0.61881 1.21655
O -8.18049 -1.94149 1.67042
O -9.10203 0.05869 0.60693
F -7.69997 0.13206 2.63906
C -3.35482 -2.20678 3.05267
O -3.63840 -0.99083 3.72401
H -4.29600 -2.62116 2.69133
H -2.75734 -2.04283 2.15588
H -2.75074 -2.87895 3.66208
C 2.77221 4.45561 -1.69044
C 3.52644 3.11485 -1.97008
C 3.77976 2.97773 -3.52241
O 2.63406 3.13651 -4.33762
C 1.58169 2.13022 -4.19056
N 4.76796 3.25717 -1.28539
H 3.20668 5.39749 -2.02541
H 2.48734 4.57246 -0.64483
H 1.81005 4.44134 -2.20244
H 2.86938 2.28070 -1.72400
H 4.32314 2.06255 -3.75751
H 4.39107 3.81084 -3.86931
H 0.81172 2.13022 -4.96208
H 1.01481 2.26678 -3.26964
H 1.95907 1.10764 -4.19303
H 5.44900 3.82991 -1.76315
H 5.29937 2.43370 -1.52954
C -1.85841 -5.85641 1.64820
C -0.32000 -5.42786 1.91100
C 0.71365 -6.49085 1.81173
O 2.05044 -6.09627 1.88220
C 2.87610 -6.51272 0.86635
N -0.13441 -4.36832 0.92818
H -2.53001 -5.02342 1.44037
H -2.26582 -6.32197 2.54562
H -2.08523 -6.58228 0.86732
H -0.20703 -4.95758 2.88782
H 0.44172 -7.10235 0.95137
H 0.47769 -7.13085 2.66193
H 2.30550 -6.13180 0.01935
H 2.94208 -7.60070 0.85846
H 3.80264 -5.98611 1.09504
H 0.81797 -4.09781 1.12794
H -0.78929 -3.60786 1.04187
C 2.67774 -0.66200 0.31225
C 3.02299 -2.17048 0.54880
C 4.60087 -2.34761 0.66183
O 5.27017 -2.57945 -0.58054
C 5.85684 -3.86359 -0.67113
N 2.26285 -2.78669 1.63420
H 3.20729 -0.18419 -0.51199
H 2.77493 -0.09820 1.24003
H 1.63677 -0.54063 0.01267
H 2.78649 -2.64540 -0.40336
H 4.70893 -3.27061 1.23147
H 5.08637 -1.52162 1.18158
H 4.98217 -4.48821 -0.85250
H 6.40296 -4.19205 0.21315
H 6.49737 -3.82124 -1.55206
H 1.29813 -2.69977 1.34809
H 2.39516 -3.78350 1.53959
C 2.40628 9.60515 2.64673
C 0.98212 9.33434 3.22909
C 0.88968 7.92437 3.90391
O 0.96145 6.88009 2.88538
C 0.52607 5.50934 3.40969
N 0.76146 10.41889 4.19949
H 2.80093 8.83068 1.98904
H 3.20463 9.58024 3.38843
H 2.35419 10.51917 2.05516
H 0.25424 9.37382 2.41870
H -0.03716 7.74274 4.44803
H 1.74021 7.70506 4.54936
H -0.40931 5.60233 3.96152
H 1.10026 4.90331 4.11049
H 0.39298 4.95187 2.48253
H 1.37996 10.14359 4.94900
H -0.19480 10.38662 4.52292
C -2.04457 -1.61685 -6.14934
C -2.24628 -1.73129 -4.60515
C -2.11143 -3.03626 -3.82925
O -2.22828 -2.87076 -2.40104
C -1.91799 -4.05814 -1.54814
N -1.44044 -0.62930 -4.14954
H -2.64403 -2.36390 -6.66961
H -1.03902 -1.73938 -6.55177
H -2.28378 -0.63724 -6.56316
H -3.25027 -1.42570 -4.31066
H -1.15575 -3.49494 -4.08300
H -2.90329 -3.77103 -3.97478
H -1.84217 -3.60325 -0.56050
H -0.92992 -4.48890 -1.71025
H -2.69790 -4.79069 -1.75605
H -1.32968 -0.75284 -3.15327
H -0.46388 -0.76955 -4.36578
C -4.15316 6.69508 2.68276
C -4.33036 5.40709 1.89139
C -3.00650 5.20722 1.24763
O -3.06182 4.01801 0.42315
C -2.13429 3.93906 -0.68929
N -4.76281 4.36509 2.78460
H -4.99977 6.71357 3.36907
H -4.31924 7.48113 1.94612
H -3.24980 6.76504 3.28870
H -5.09396 5.63143 1.14661
H -2.27799 4.91287 2.00309
H -2.66048 6.08160 0.69642
H -1.16211 4.33031 -0.38949
H -2.41427 4.63973 -1.47591
H -1.94284 2.96132 -1.13142
H -5.52351 4.74397 3.33038
H -4.06266 4.12297 3.47108
C 2.45899 -5.93809 -3.66478
C 1.85288 -4.82756 -4.52869
C 2.75292 -3.55905 -4.57380
O 2.84395 -2.71519 -3.36655
C 1.73242 -1.87153 -3.09866
N 1.32104 -5.26197 -5.79565
H 2.34302 -5.65609 -2.61829
H 3.54245 -5.82593 -3.70520
H 2.10427 -6.91333 -3.99821
H 0.99643 -4.40156 -4.00609
H 2.54272 -2.96202 -5.46120
H 3.75696 -3.85548 -4.87734
H 0.83081 -2.39951 -2.78812
H 1.36568 -1.24954 -3.91520
H 1.96300 -1.28351 -2.21031
H 2.13391 -5.31716 -6.39255
H 0.73864 -4.53563 -6.18724
C 1.45142 -1.21135 5.19794
C 0.06304 -1.48250 4.67945
O -0.63951 -2.43129 5.51643
H 2.00654 -2.14524 5.28622
H 1.21933 -0.70061 6.13248
H 2.00029 -0.55795 4.51977
H 0.12695 -1.99458 3.71935
H -0.49299 -0.55239 4.56185
H -0.14520 -3.25202 5.57686

Calculated values
M	1088.32	u
Kohn-Sham gap	1.74	eV
E_LUMO	-7.09	eV
highest occupied orbital energy	-8.826	eV
2S+1	1
F_max	0.218	Eh/bohr


[2]
Entry from OMol25: C31H87O14Zr as an isolated structure at a distorted geometry (ωB97M-V/def2-TZVPD).

Geometry (Å):
Zr 0.06157 3.92391 -0.04168
C 1.14453 -0.29253 0.51929
C 0.29595 0.37406 -0.58081
C -1.10393 -0.17195 -0.62343
O 0.26620 1.76523 -0.46311
H 2.15246 0.11542 0.59524
H 1.22629 -1.34675 0.25466
H 0.65493 -0.19888 1.48863
H 0.80900 0.21327 -1.52897
H -0.99394 -1.22951 -0.86337
H -1.69164 0.22135 -1.45290
H -1.71565 -0.00469 0.26309
C -4.32607 5.03347 -0.34088
C -3.51414 3.71298 0.00544
C -3.86910 2.64455 -1.02570
O -2.13487 3.99294 0.11028
H -4.40027 5.71844 0.50375
H -5.33121 4.72273 -0.62590
H -3.91775 5.53724 -1.21701
H -3.91579 3.35539 0.95355
H -3.52903 1.65589 -0.71746
H -3.43362 2.92889 -1.98362
H -4.95316 2.61377 -1.13500
C -0.50941 2.87302 4.21435
C 0.70962 3.35689 3.42272
C 1.90505 2.40522 3.46298
O 0.43502 3.70879 2.12587
H -0.83714 1.88924 3.87836
H -1.27510 3.63704 4.07979
H -0.23308 2.82154 5.26749
H 1.06694 4.20593 4.00543
H 1.76156 1.38106 3.11858
H 2.29226 2.29066 4.47543
H 2.81398 2.72660 2.95441
C -2.07485 1.30158 -4.48931
C -3.29509 2.06136 -4.94141
O -3.65897 1.54736 -6.17705
H -2.23217 0.22319 -4.46871
H -1.72802 1.52403 -3.48019
H -1.22943 1.51714 -5.14270
H -2.98338 3.10387 -5.00546
H -4.18403 1.94884 -4.32075
H -4.21834 2.19594 -6.61069
C 3.87420 2.61149 -0.27770
C 3.14789 3.73093 -0.98434
O 2.23744 4.23439 -0.03794
H 4.64348 2.31102 -0.98904
H 3.26159 1.72506 -0.11327
H 4.38133 2.99734 0.60664
H 2.72688 3.35385 -1.91635
H 3.85351 4.52395 -1.23200
H 2.86860 4.63595 0.56371
C 1.84679 1.09846 -4.28901
C 2.52522 0.37186 -5.46340
O 3.04298 -0.78184 -4.92264
H 1.22437 0.39837 -3.73173
H 1.25539 1.97517 -4.55309
H 2.62185 1.44813 -3.60702
H 3.29039 1.01604 -5.89660
H 1.76769 0.13738 -6.21125
H 2.28766 -1.35326 -4.76589
C -3.24840 0.97563 2.36774
C -3.88424 1.08018 3.74698
O -4.84207 0.02690 3.80826
H -2.64612 0.06787 2.33105
H -2.57764 1.80447 2.14147
H -3.96446 1.01389 1.54683
H -4.38695 2.04536 3.80871
H -3.13056 1.02061 4.53216
H -4.99463 -0.20616 4.72696
C -3.46239 -2.26471 1.12004
C -3.55503 -3.69285 0.61225
O -2.64518 -3.87512 -0.37855
H -3.52069 -1.50143 0.34408
H -2.53086 -2.03567 1.63761
H -4.31895 -2.01779 1.74728
H -4.57505 -3.95054 0.32721
H -3.33644 -4.44733 1.36796
H -2.57602 -4.80220 -0.61799
C 0.05874 -3.60100 2.31505
C 1.07777 -3.98928 1.26035
O 1.31722 -5.40087 1.35912
H -0.09206 -2.52189 2.28554
H 0.48153 -3.86320 3.28490
H -0.85376 -4.18610 2.20055
H 2.01432 -3.46179 1.44127
H 0.68134 -3.66596 0.29784
H 2.02153 -5.53001 1.99856
C 1.31517 -1.48631 5.03376
C 2.22520 -0.59756 5.91834
O 1.83311 -0.63341 7.24465
H 0.30170 -1.26237 5.36666
H 1.56169 -2.54755 5.00061
H 1.43524 -1.18095 3.99431
H 2.15294 0.46011 5.66492
H 3.28255 -0.79628 5.74336
H 1.32157 0.14774 7.46766
C 4.34245 -1.22037 -0.98850
C 4.96262 -1.59429 -2.28467
O 5.04305 -0.43732 -3.07946
H 3.30440 -0.96036 -1.19571
H 4.89054 -0.37353 -0.57551
H 4.47609 -2.01781 -0.25752
H 4.30879 -2.29331 -2.80619
H 5.93600 -2.08446 -2.26549
H 4.28660 -0.46896 -3.66969
C 0.59256 -4.15214 -2.60212
C 0.10822 -3.06673 -3.55591
O 1.24402 -2.76674 -4.38208
H -0.24656 -4.62655 -2.09329
H 1.37813 -3.83455 -1.91646
H 0.98112 -4.92652 -3.26352
H -0.21221 -2.24200 -2.91931
H -0.78780 -3.40943 -4.07340
H 1.28836 -3.50303 -4.99650
C -5.02170 -1.00056 -2.39290
C -4.15629 -1.98665 -3.11779
O -4.28449 -3.22101 -2.48214
H -5.06690 -0.05815 -2.93873
H -4.57854 -0.78828 -1.41994
H -6.04497 -1.36368 -2.29711
H -3.10072 -1.72411 -3.04754
H -4.45405 -2.02090 -4.16577
H -3.67167 -3.22457 -1.74320
C 4.22083 0.20975 3.05383
C 5.45181 -0.55265 2.54207
O 6.04877 -1.17090 3.68162
H 3.76783 0.85117 2.29786
H 4.44583 0.86737 3.89348
H 3.48972 -0.54094 3.35388
H 6.14799 0.07316 1.98369
H 5.19503 -1.39981 1.90607
H 6.61178 -0.53427 4.12805

Calculated values
⟨S²⟩	0.75
M	775.25	u
Kohn-Sham gap (alpha / beta)	6.30 / 2.19	eV
E_LUMO (alpha / beta)	-6.98 / -11.09	eV
highest occupied orbital energy (alpha / beta)	-13.281 / -13.281	eV
charge	+2
2S+1	2
F_max	0.198	Eh/bohr


[3]
Entry from OMol25: a 10-piece molecular cluster, C31H88N6O10 overall at a distorted geometry (ωB97M-V/def2-TZVPD).

Geometry (Å):
C -4.25851 0.58850 3.05903
O -3.57990 1.71921 2.43307
C -3.24608 1.39238 1.06661
C -2.87692 2.67494 0.27792
C -3.99989 3.72611 0.31505
N -2.55201 2.39690 -1.12101
H -3.62810 -0.30058 3.07444
H -5.20329 0.30542 2.59496
H -4.54967 0.87053 4.07086
H -2.49381 0.60369 1.05437
H -4.11894 0.95457 0.58232
H -2.02297 3.15048 0.76034
H -3.76490 4.64317 -0.22521
H -4.15854 4.06114 1.34008
H -4.97016 3.40933 -0.06748
H -2.50845 3.28252 -1.60462
H -3.35663 1.92218 -1.50484
C 1.70530 -1.60528 6.31621
O 1.24487 -1.24598 5.02077
C 1.22926 -2.26561 4.07960
C 0.42050 -1.97532 2.81593
C -1.08614 -1.75972 3.12996
N 0.56882 -3.06732 1.87307
H 2.73706 -1.94552 6.22781
H 1.08310 -2.26217 6.92404
H 1.67808 -0.68175 6.89453
H 2.22453 -2.60211 3.78927
H 0.79869 -3.10794 4.62109
H 0.84071 -1.08730 2.34375
H -1.66654 -1.56294 2.22857
H -1.18975 -0.88591 3.77325
H -1.58264 -2.63374 3.55147
H 0.69164 -3.92687 2.38901
H -0.32671 -3.21809 1.43104
C 1.59606 2.07146 3.56912
O 0.72128 2.94392 4.26277
C -0.40565 2.22350 4.76759
C -1.35951 3.15364 5.59650
C -2.53454 2.50620 6.23060
N -1.77617 4.22704 4.73514
H 1.13684 1.43669 2.81130
H 2.04216 1.36401 4.26812
H 2.43855 2.60556 3.12973
H -0.99420 1.87443 3.91914
H -0.06421 1.37059 5.35417
H -0.72444 3.59559 6.36426
H -2.22565 1.87637 7.06487
H -3.11528 1.87242 5.56040
H -3.20184 3.26711 6.63535
H -0.92746 4.58645 4.32209
H -2.06903 3.77667 3.87986
C -6.39321 -1.82892 0.71341
O -5.43672 -2.68535 0.15545
C -4.05564 -2.41070 0.41471
C -3.08262 -3.42124 -0.25687
C -3.38322 -4.90827 0.04779
N -1.67604 -3.12716 0.02018
H -6.27518 -1.80063 1.79663
H -7.39550 -2.23389 0.57373
H -6.36464 -0.86036 0.21424
H -3.78568 -1.40004 0.10848
H -3.77162 -2.44260 1.46657
H -3.20656 -3.23365 -1.32343
H -2.62143 -5.58947 -0.33134
H -4.34053 -5.20893 -0.37797
H -3.41549 -5.04945 1.12813
H -1.46585 -2.16925 -0.22132
H -1.16527 -3.72474 -0.61395
C 1.43594 -1.72088 -6.66659
O 1.59184 -1.62910 -5.25826
C 2.35977 -2.63708 -4.67884
C 2.49992 -2.22358 -3.17389
C 3.35045 -0.97335 -2.88403
N 2.93224 -3.28192 -2.28938
H 1.01082 -2.70397 -6.86883
H 2.38685 -1.58072 -7.18062
H 0.78806 -0.94721 -7.07863
H 1.85244 -3.58868 -4.83752
H 3.33928 -2.85583 -5.10405
H 1.47969 -1.92728 -2.93012
H 3.21676 -0.62246 -1.86075
H 3.07839 -0.16232 -3.55954
H 4.42493 -1.13472 -2.97094
H 2.21601 -3.98257 -2.16209
H 3.09396 -2.87935 -1.37731
C 1.26288 3.92523 -0.31565
O 2.39972 3.09357 -0.41021
C 3.19169 3.45500 -1.48631
C 4.48489 2.59802 -1.51924
C 5.30931 2.60953 -0.24038
N 5.44401 3.05062 -2.55373
H 0.51813 3.52831 -1.00551
H 1.45747 4.95094 -0.62894
H 0.76434 3.91161 0.65357
H 2.55277 3.40648 -2.36809
H 3.53754 4.48846 -1.50741
H 4.17895 1.56401 -1.67834
H 5.89561 3.52794 -0.27021
H 6.06531 1.82588 -0.28991
H 4.76533 2.55897 0.70282
H 6.28896 2.50864 -2.66514
H 4.99318 3.00397 -3.45632
C -2.13597 -2.79909 -4.68097
C -1.27845 -1.70543 -4.03340
O -2.07829 -0.83229 -3.31255
H -2.66433 -2.40610 -5.54959
H -2.76495 -3.32654 -3.96384
H -1.47092 -3.54393 -5.11805
H -0.74363 -1.11950 -4.78089
H -0.56919 -2.09005 -3.30052
H -1.70374 -0.69439 -2.43945
C 5.32591 -1.72412 0.35362
C 3.95889 -1.53978 1.08233
O 3.04287 -2.24242 0.34838
H 6.10291 -1.18293 0.89351
H 5.23309 -1.25963 -0.62808
H 5.57123 -2.76032 0.12080
H 3.70519 -0.47996 1.10468
H 3.93153 -1.97009 2.08343
H 2.26483 -2.44169 0.87425
C 0.00468 3.08522 -5.31446
C 0.57853 1.87673 -4.45397
O 1.16386 1.08500 -5.45152
H -0.67636 2.74474 -6.09444
H 0.77060 3.70646 -5.77869
H -0.64342 3.72380 -4.71423
H -0.15619 1.34040 -3.85343
H 1.32590 2.20715 -3.73262
H 1.29544 0.16835 -5.19845
C 0.29144 0.40216 -0.65066
O -1.01285 0.06152 -0.97597
H 0.29281 0.62576 0.41616
H 0.95915 -0.44299 -0.81798
H 0.58499 1.26702 -1.24560
H -1.45728 0.88668 -0.76812

Calculated values
M	705.08	u
Kohn-Sham gap	9.27	eV
E_LUMO	0.54	eV
SMILES string	COC[C@H](C)N.COC[C@H](C)N.COC[C@H](C)N.COC[C@H](C)N.COC[C@H](C)N.COC[C@H](C)N.CCO.CCO.CCO.CO
highest occupied orbital energy	-8.728	eV
2S+1	1
F_max	0.044	Eh/bohr